A molecular structure, C10H11Cl3GeO2PdS4Sb in a non-equilibrium geometry, computed with ωB97M-V with the def2-TZVPD basis set.

Kohn-Sham gap (spin up / spin down) in eV: 5.58 / 5.18
Electronic energy in hartree: -5956.78849
<S²>: 0.8203
Net charge: -2
2S+1: 2

Each line ends with the Mulliken spin population.
Atoms and positions in Å:
Sb1 -2.627 -2.324 5.730  -0.02
O1 -1.642 0.816 -0.195  0.00
H1 1.393 2.044 1.019  0.00
C1 2.849 0.491 -1.480  0.00
Ge1 -3.164 1.563 1.760  -0.02
Cl1 -4.635 1.022 0.181  0.00
C2 3.702 -0.280 -3.722  0.00
S1 -4.243 -4.032 5.622  -0.08
H2 3.848 0.841 -1.250  0.00
C3 2.140 1.286 0.786  0.00
Cl2 -2.301 3.540 1.066  0.00
C4 -1.093 -0.878 -2.399  0.00
C5 2.605 -0.112 -2.704  0.00
H3 -1.503 -1.463 -1.578  0.00
H4 3.667 -1.277 -4.162  0.00
C6 0.556 0.199 -0.834  0.00
S2 -3.128 -1.287 7.787  -0.07
C7 1.842 0.651 -0.535  0.00
S3 -0.552 -1.765 3.698  0.80
Pd1 -1.915 -0.274 2.736  0.17
H5 4.680 -0.132 -3.267  0.00
S4 -3.598 -0.714 4.078  0.22
Cl3 -4.691 2.563 3.136  0.00
C8 -0.565 0.344 0.178  0.02
C9 0.286 -0.402 -2.067  0.00
H6 3.130 1.743 0.790  0.00
O2 -0.302 -0.066 1.342  0.00
H7 1.112 -1.022 -3.936  0.00
H8 2.089 0.533 1.572  0.00
H9 -1.093 -1.485 -3.304  0.00
H10 -1.754 -0.023 -2.537  0.00
H11 3.589 0.447 -4.529  0.00
C10 1.318 -0.549 -2.984  0.00